# 1
DFT (the ωB97M-V functional and the def2-TZVPD basis) results for CHLaO2 as an isolated structure at a distorted geometry.

## Properties
**E_HOMO (alpha / beta)**: -11.314 / -12.344 eV
**<S²>**: 0.751
**Gap between HOMO and LUMO (alpha / beta)**: 5.82 / 6.87 eV
**E_LUMO (alpha / beta)**: -0.202 / -0.201 Ha

```
! wB97M-V def2-TZVPD RIJCOSX def2/J DEFGRID3
* xyz 1 2
H -0.82665 -1.35970 -0.32737
O -0.09505 -0.79838 0.16389
C -0.92921 0.31956 0.15065
O -0.21519 1.31580 -0.09557
La 2.06610 0.52272 0.10840
*
```

Charge distribution, Mulliken scheme, values in e: number 1, H, carries 0.4308; number 2, O, carries -0.3600; number 3, C, carries -0.1189; number 4, O, carries -0.4292; number 5, La, carries 1.4773



# 2
DFT (the ωB97M-V functional and the def2-TZVPD basis) results for a 2-piece molecular cluster, C3H8NO2 overall at a distorted geometry.

## Properties
**E_HOMO**: -15.655 eV
**Gap between HOMO and LUMO**: 10.50 eV
**E_LUMO**: -0.190 Ha

```
! wB97M-V def2-TZVPD RIJCOSX def2/J DEFGRID3
* xyz 1 1
O 0.45539 -1.35898 -0.42835
C 1.24586 -1.43930 -1.34605
O 2.35539 -0.70908 -1.39798
H 0.95417 -1.91964 -2.28185
H 2.49449 -0.25120 -2.23262
C -1.63878 1.00398 0.25764
C -0.06544 0.28995 1.82992
N -0.23336 0.85602 0.68433
H -1.65889 1.96899 -0.24374
H -2.37133 0.87009 1.04472
H -1.94076 0.21531 -0.45723
H -0.89169 0.19106 2.52216
H 0.92998 -0.06239 2.09754
H 0.36497 0.34516 -0.04848
*
```

Charge distribution, natural (NBO) scheme, values in e: number 1, O, carries -0.6156; number 2, C, carries 0.6882; number 3, O, carries -0.6815; number 4, H, carries 0.1415; number 5, H, carries 0.5219; number 6, C, carries -0.4461; number 7, C, carries 0.1867; number 8, N, carries -0.4305; number 9, H, carries 0.2399; number 10, H, carries 0.2333; number 11, H, carries 0.2454; number 12, H, carries 0.2163; number 13, H, carries 0.2290; number 14, H, carries 0.4715



# 3
DFT (the ωB97M-V functional and the def2-TZVPD basis) results for a 4-piece molecular cluster, C32H40BrF24N2O5S overall at a distorted geometry.

## Properties
**E_HOMO**: -12.174 eV
**Gap between HOMO and LUMO**: 8.43 eV
**E_LUMO**: -0.138 Ha

```
! wB97M-V def2-TZVPD RIJCOSX def2/J DEFGRID3
* xyz 1 1
C -0.07728 4.14054 -0.40497
C 0.67592 2.82928 -0.59660
S 2.20592 3.12757 -1.53337
C 2.53193 1.59646 -2.49624
C 1.93224 1.78999 -3.85963
N 0.60133 1.77551 -3.88070
C -0.12469 1.93952 -4.97476
C -1.60416 1.86094 -4.84837
C -2.09141 0.55950 -4.14474
N -1.13326 -0.55022 -4.29502
C 0.51127 2.16798 -6.13198
C 1.87425 2.20016 -6.15792
C 2.48779 2.49227 -7.49603
C 2.31911 4.00432 -7.74412
O 3.36508 4.48967 -8.57850
C 3.37598 5.89028 -8.51573
C 4.33837 6.50906 -7.53202
O 2.62458 6.55511 -9.20631
C 2.62244 1.98746 -4.99891
C 4.12278 1.97094 -4.99673
Br 4.72435 0.34691 -5.95096
C 4.81705 3.21693 -5.58772
C 5.86682 3.82736 -4.63809
H -0.76107 4.31786 -1.23063
H -0.66857 4.12914 0.50553
H 0.59351 4.99475 -0.34311
H 0.96172 2.43728 0.37448
H 0.00134 2.10758 -1.05892
H 3.58474 1.38415 -2.52976
H 1.97090 0.79386 -2.02158
H 0.10450 1.61284 -3.01340
H -2.09162 2.00800 -5.80216
H -1.87491 2.69792 -4.19936
H -2.34671 0.73863 -3.09911
H -3.01465 0.28220 -4.64190
H -1.65745 -1.40829 -4.39847
H -0.54815 -0.63820 -3.47498
H -0.07250 2.30841 -7.02305
H 3.51565 2.17670 -7.56742
H 1.85407 1.99234 -8.22324
H 1.32677 4.25817 -8.11663
H 2.41003 4.50413 -6.77243
H 4.35925 7.56845 -7.74017
H 3.99545 6.33527 -6.51339
H 5.33726 6.09069 -7.62209
H 4.52027 1.83526 -4.00923
H 5.35756 2.89768 -6.46978
H 4.12634 3.98704 -5.89437
H 5.65385 4.86776 -4.42030
H 5.91732 3.29682 -3.68942
H 6.86295 3.77425 -5.06172
C 2.10902 0.33479 5.71802
C 1.33319 -0.99836 5.64421
C 1.26401 -1.68423 4.27643
F 0.62321 -0.92383 3.36167
F 0.56493 -2.83880 4.35829
F 0.09147 -0.82914 6.14552
F 1.97597 -1.86752 6.46865
O 1.35349 1.54506 5.68195
C 0.99704 2.12084 4.48263
C -0.52588 2.17526 4.32507
F -1.06868 0.94571 4.37621
F -0.83568 2.69723 3.11284
F 1.59675 1.51649 3.43734
F 1.44380 3.39447 4.49207
H 2.56361 0.34332 6.70742
H 2.94163 0.35795 5.01579
H 2.26497 -1.91683 3.90259
H -0.97079 2.78381 5.11422
C -1.71726 -2.85480 1.39429
C -2.86550 -3.56528 2.13449
C -2.61569 -4.98854 2.63689
F -2.37093 -5.84663 1.62784
F -3.72584 -5.43218 3.27361
F -3.98013 -3.52450 1.36960
F -3.12054 -2.81600 3.24075
O -1.75155 -2.82192 -0.03584
C -1.21002 -3.82746 -0.80455
C -2.26337 -4.53324 -1.66421
F -3.21212 -5.09202 -0.89783
F -1.66984 -5.51077 -2.38305
F -0.49593 -4.68668 -0.06413
F -0.33004 -3.23121 -1.65951
H -1.81627 -1.80610 1.67164
H -0.74108 -3.15963 1.76927
H -1.77970 -5.01484 3.33768
H -2.73721 -3.82185 -2.34531
C -3.95279 -3.08637 7.82217
C -5.06518 -3.38731 8.84800
C -4.69194 -4.16798 10.11263
F -4.24980 -5.40645 9.83223
F -5.79086 -4.29874 10.88952
F -6.10176 -3.98145 8.22120
F -5.51024 -2.17412 9.28377
O -3.85627 -3.90647 6.65934
C -3.12146 -5.07226 6.63225
C -3.99204 -6.29918 6.34388
F -4.93382 -6.45155 7.29108
F -3.21249 -7.40525 6.34389
F -2.37977 -5.21909 7.74279
F -2.23999 -4.94705 5.60353
H -4.21527 -2.11014 7.41671
H -2.98349 -2.95040 8.30126
H -3.92603 -3.63665 10.68474
H -4.48011 -6.20039 5.37455
*
```

Results of the Mulliken charge analysis, in e, for atoms 1 through 99: number 1, C, carries -1.1353; number 2, C, carries 0.1004; number 3, S, carries -0.1491; number 4, C, carries -1.0829; number 5, C, carries 0.0209; number 6, N, carries 0.4191; number 7, C, carries 0.4003; number 8, C, carries -1.3044; number 9, C, carries -0.5943; number 10, N, carries -0.4501; number 11, C, carries -0.9693; number 12, C, carries 1.4281; number 13, C, carries -1.3562; number 14, C, carries -0.8218; number 15, O, carries -0.3186; number 16, C, carries 0.7517; number 17, C, carries -0.8712; number 18, O, carries -0.5268; number 19, C, carries 1.1496; number 20, C, carries -1.3330; number 21, Br, carries -0.0087; number 22, C, carries 0.7431; number 23, C, carries -1.3600; number 24, H, carries 0.2725; number 25, H, carries 0.2863; number 26, H, carries 0.3517; number 27, H, carries 0.1967; number 28, H, carries 0.0855; number 29, H, carries 0.6037; number 30, H, carries 0.3902; number 31, H, carries -0.1754; number 32, H, carries 0.4486; number 33, H, carries 0.3524; number 34, H, carries 0.2440; number 35, H, carries 0.4984; number 36, H, carries 0.2762; number 37, H, carries 0.1048; number 38, H, carries 0.5596; number 39, H, carries 0.3696; number 40, H, carries 0.5747; number 41, H, carries 0.4290; number 42, H, carries 0.4891; number 43, H, carries 0.3535; number 44, H, carries 0.2145; number 45, H, carries 0.3309; number 46, H, carries 0.3177; number 47, H, carries 0.4232; number 48, H, carries -0.7778; number 49, H, carries 0.3945; number 50, H, carries 0.3397; number 51, H, carries 0.3242; number 52, C, carries -0.7630; number 53, C, carries 0.9163; number 54, C, carries 0.0876; number 55, F, carries -0.2037; number 56, F, carries -0.2472; number 57, F, carries -0.2445; number 58, F, carries -0.3316; number 59, O, carries -0.3961; number 60, C, carries 0.7508; number 61, C, carries 0.1594; number 62, F, carries -0.1593; number 63, F, carries -0.2246; number 64, F, carries -0.2477; number 65, F, carries -0.3143; number 66, H, carries 0.3902; number 67, H, carries 0.3512; number 68, H, carries 0.2804; number 69, H, carries 0.2129; number 70, C, carries -0.8806; number 71, C, carries 0.8851; number 72, C, carries 0.1519; number 73, F, carries -0.2367; number 74, F, carries -0.2455; number 75, F, carries -0.3104; number 76, F, carries -0.2226; number 77, O, carries -0.4364; number 78, C, carries 0.8519; number 79, C, carries 0.2570; number 80, F, carries -0.2145; number 81, F, carries -0.2589; number 82, F, carries -0.2882; number 83, F, carries -0.2975; number 84, H, carries 0.4185; number 85, H, carries 0.3850; number 86, H, carries 0.2594; number 87, H, carries 0.1518; number 88, C, carries -0.7755; number 89, C, carries 0.9017; number 90, C, carries 0.0938; number 91, F, carries -0.2210; number 92, F, carries -0.2614; number 93, F, carries -0.2671; number 94, F, carries -0.3285; number 95, O, carries -0.3276; number 96, C, carries 0.7594; number 97, C, carries 0.3541; number 98, F, carries -0.2467; number 99, F, carries -0.2739



# 4
DFT (the ωB97M-V functional and the def2-TZVPD basis) results for an isolated ion of composition C6H8N and charge +1 at a distorted geometry.

## Properties
**E_HOMO (alpha / beta)**: -12.053 / -12.053 eV
**Gap between HOMO and LUMO (alpha / beta)**: 6.26 / 6.26 eV
**E_LUMO (alpha / beta)**: -0.213 / -0.213 Ha

```
! wB97M-V def2-TZVPD RIJCOSX def2/J DEFGRID3
* xyz 1 1
C 0.72429 1.16811 0.27238
C -0.68886 1.12417 0.23914
C 1.63942 0.41176 -0.24747
C -2.97132 -0.01144 -0.20984
C -1.86396 -1.04894 -0.20935
C 2.46996 -0.69239 0.00760
N -1.51873 0.14694 0.01203
H 0.90729 2.14254 0.69029
H -1.23071 2.14166 0.22767
H -3.60106 0.29280 -1.04378
H -3.54395 -0.13993 0.69795
H -1.62897 -2.09467 -0.43456
H 2.18003 -1.59436 -0.52795
H 2.33234 -1.08182 1.02122
H 3.58696 -0.55993 -0.24865
*
```

Charge distribution, natural (NBO) scheme, values in e: number 1, C, carries -0.3302; number 2, C, carries -0.1792; number 3, C, carries 0.4611; number 4, C, carries -0.2166; number 5, C, carries 0.0486; number 6, C, carries -0.8126; number 7, N, carries -0.1907; number 8, H, carries 0.3452; number 9, H, carries 0.2434; number 10, H, carries 0.2367; number 11, H, carries 0.2095; number 12, H, carries 0.2670; number 13, H, carries 0.3352; number 14, H, carries 0.2497; number 15, H, carries 0.3331



# 5
DFT (the ωB97M-V functional and the def2-TZVPD basis) results for one molecule with the formula C2H2O2P2 at a distorted geometry.

## Properties
**E_HOMO**: -9.198 eV
**SMILES string**: C=C=POP=O
**Gap between HOMO and LUMO**: 9.02 eV
**E_LUMO**: -0.007 Ha

```
! wB97M-V def2-TZVPD RIJCOSX def2/J DEFGRID3
* xyz 0 1
C -2.09542 -0.05328 -0.04980
C -0.92170 -0.53228 0.18101
P 0.54418 -1.34915 0.17469
O 1.62731 -0.17135 0.73995
P 2.96516 0.71639 0.35995
O 2.92834 0.98724 -1.06429
H -2.20591 0.45010 -1.07969
H -2.84195 -0.04767 0.73819
*
```

Charge distribution, natural (NBO) scheme, values in e: number 1, C, carries -0.4114; number 2, C, carries -0.4393; number 3, P, carries 0.9449; number 4, O, carries -1.1328; number 5, P, carries 1.5749; number 6, O, carries -1.0114; number 7, H, carries 0.2425; number 8, H, carries 0.2327



# 6
DFT (the ωB97M-V functional and the def2-TZVPD basis) results for a 16-piece molecular cluster, C2H35O16 overall.

## Properties
**E_HOMO**: -5.793 eV
**Gap between HOMO and LUMO**: 7.77 eV
**E_LUMO**: 0.073 Ha

```
! wB97M-V def2-TZVPD RIJCOSX def2/J DEFGRID3
* xyz -1 1
C -0.87549 0.12249 0.64559
C 0.25190 -0.69821 0.03959
O 0.78082 -0.14856 -1.12887
H -1.64086 0.30019 -0.11255
H -0.54530 1.04494 1.12384
H -1.36987 -0.49373 1.41449
H -0.23393 -1.68663 -0.11563
H 1.03513 -0.77191 0.81973
O -0.80672 4.16931 1.00975
H -0.14603 3.83181 0.37538
H -1.66339 4.01927 0.56340
O 3.66432 -0.60733 -0.36723
H 3.72772 -0.40020 0.58351
H 2.70365 -0.64950 -0.55607
O 3.63534 -0.66775 -3.22929
H 3.79245 -0.85594 -2.28534
H 2.67592 -0.57821 -3.29822
O 1.26217 2.67873 -0.41952
H 1.08624 1.71364 -0.38184
H 1.80979 2.85731 0.35524
O -1.62493 0.13964 -2.74130
H -0.98921 0.14336 -2.00043
H -1.64660 1.05551 -3.03801
O -1.29936 -4.14125 -1.34931
H -1.04556 -4.81060 -0.70650
H -0.44631 -3.74440 -1.63172
O 0.47345 -0.11284 3.70126
H -0.17981 0.49493 3.31068
H 0.30862 -0.95323 3.25826
O 2.32424 -2.88766 2.03820
H 2.03288 -3.45808 2.75949
H 1.61953 -2.93314 1.37489
O -1.28471 2.25586 3.16963
H -0.97660 2.92900 2.53144
H -2.16893 2.00089 2.84808
O -3.64966 1.37856 1.86351
H -3.52918 0.49372 1.48368
H -4.59540 1.44840 2.03929
O 1.22051 1.47843 -3.71025
H 2.15281 1.63050 -3.90027
H 1.22315 1.04908 -2.83913
O -2.86095 2.99190 -0.59475
H -3.01723 2.42323 0.17639
H -3.62695 3.57809 -0.62418
O 1.16429 -2.86493 -2.29964
H 0.79745 -1.97712 -2.10847
H 1.92412 -2.91701 -1.70892
O -3.59554 -2.26534 -1.24665
H -3.08745 -1.50999 -1.57047
H -2.93735 -2.97026 -1.11054
O 3.07882 -0.19916 2.45131
H 2.28118 0.20676 2.83080
H 2.81683 -1.13259 2.30769
*
```

Charge distribution, natural (NBO) scheme, values in e: number 1, C, carries -0.6608; number 2, C, carries -0.0632; number 3, O, carries -1.0311; number 4, H, carries 0.2009; number 5, H, carries 0.2119; number 6, H, carries 0.1706; number 7, H, carries 0.1140; number 8, H, carries 0.1173; number 9, O, carries -1.0096; number 10, H, carries 0.5077; number 11, H, carries 0.4870; number 12, O, carries -1.0176; number 13, H, carries 0.5026; number 14, H, carries 0.4975; number 15, O, carries -0.9775; number 16, H, carries 0.4927; number 17, H, carries 0.4752; number 18, O, carries -0.9776; number 19, H, carries 0.5110; number 20, H, carries 0.4631; number 21, O, carries -0.9898; number 22, H, carries 0.4964; number 23, H, carries 0.4746; number 24, O, carries -0.9818; number 25, H, carries 0.4603; number 26, H, carries 0.5104; number 27, O, carries -0.9682; number 28, H, carries 0.5078; number 29, H, carries 0.4619; number 30, O, carries -0.9464; number 31, H, carries 0.4764; number 32, H, carries 0.4881; number 33, O, carries -1.0080; number 34, H, carries 0.5058; number 35, H, carries 0.4870; number 36, O, carries -0.9673; number 37, H, carries 0.5030; number 38, H, carries 0.4855; number 39, O, carries -0.9694; number 40, H, carries 0.4668; number 41, H, carries 0.5016; number 42, O, carries -0.9486; number 43, H, carries 0.4930; number 44, H, carries 0.4653; number 45, O, carries -0.9802; number 46, H, carries 0.5142; number 47, H, carries 0.4723; number 48, O, carries -0.9899; number 49, H, carries 0.4865; number 50, H, carries 0.4944; number 51, O, carries -1.0039; number 52, H, carries 0.4983; number 53, H, carries 0.4900



Number 1: energy -220.3982 a.u.. Number 2: energy -324.0390 a.u.. Number 3: energy -7097.8334 a.u.. Number 4: energy -287.6545 a.u.. Number 5: energy -910.5727 a.u.. Number 6: energy -1301.1453 a.u..